{
  "formula": "C6H10",
  "method": "ωB97M-V/def2-TZVPD",
  "species": ["C", "C", "C", "C", "C", "C", "H", "H", "H", "H", "H", "H", "H", "H", "H", "H"],
  "positions_angstrom": [[-0.296, -0.163, -1.379], [-0.630, -1.218, -0.279], [-0.052, -0.668, 1.015], [-0.462, 0.734, 1.371], [0.848, 0.489, 0.678], [0.840, 0.750, -0.811], [-1.197, 0.397, -1.649], [0.026, -0.680, -2.291], [-0.174, -2.193, -0.500], [-1.712, -1.399, -0.202], [0.167, -1.364, 1.822], [-1.272, 1.201, 0.810], [-0.410, 1.023, 2.416], [1.761, 0.751, 1.203], [0.770, 1.843, -0.917], [1.792, 0.496, -1.287]],
  "atomic_forces_ev_per_a": [[-0.04, 0.07, -0.02], [0.04, 0.04, 0.00], [0.05, -0.10, 0.02], [-0.11, 0.15, 0.11], [0.18, 0.11, 0.03], [0.07, -0.07, -0.01], [0.17, 0.04, 0.11], [-0.03, 0.25, 0.15], [0.02, 0.25, -0.02], [0.23, 0.11, -0.04], [0.03, 0.16, -0.15], [0.15, -0.10, 0.09], [-0.08, -0.07, -0.13], [-0.10, -0.31, 0.16], [-0.56, -0.33, -0.55], [-0.01, -0.20, 0.25]],
  "smiles": "C1C[C@@H]2C[C@@H]2C1",
  "homo_energy_ev": -9.81,
  "orbital_gap_ev": 11.1
}

{
  "formula": "C34H41BN8S3SbW",
  "method": "ωB97M-V/def2-TZVPD",
  "species": ["W", "B", "N", "C", "C", "C", "N", "N", "C", "C", "C", "N", "H", "H", "H", "H", "H", "H", "H", "H", "S", "Sb", "S", "S", "N", "C", "C", "C", "C", "C", "C", "C", "H", "H", "H", "H", "C", "C", "C", "C", "C", "C", "C", "C", "N", "C", "C", "C", "C", "C", "C", "C", "C", "C", "C", "H", "H", "H", "H", "H", "H", "H", "H", "H", "H", "H", "H", "H", "H", "H", "H", "H", "H", "H", "H", "H", "H", "H", "H", "N", "C", "C", "C", "N", "H", "H", "H", "H", "H"],
  "positions_angstrom": [[0.136, -1.246, -0.361], [-2.820, -0.340, 1.686], [-2.323, 0.500, 0.488], [-2.900, 1.639, 0.061], [-2.190, 2.107, -1.021], [-1.174, 1.193, -1.206], [-1.276, 0.224, -0.275], [-1.958, -1.597, 1.943], [-2.182, -2.490, 2.925], [-1.219, -3.471, 2.848], [-0.425, -3.111, 1.779], [-0.895, -1.968, 1.245], [-3.942, -0.682, 1.475], [-2.805, 0.341, 2.664], [-3.776, 2.099, 0.503], [-2.385, 2.999, -1.601], [-0.409, 1.230, -1.969], [-2.987, -2.435, 3.647], [-1.110, -4.337, 3.487], [0.439, -3.648, 1.414], [3.824, -3.955, -0.326], [2.115, -4.554, 0.674], [0.623, -3.506, -1.107], [1.591, -2.153, 1.356], [-5.177, -5.428, -3.630], [-4.354, -4.782, -3.127], [-3.337, -3.984, -2.505], [-3.578, -3.379, -1.266], [-2.586, -2.603, -0.664], [-1.356, -2.429, -1.294], [-1.112, -3.029, -2.528], [-2.100, -3.807, -3.135], [-4.535, -3.508, -0.764], [-2.766, -2.130, 0.298], [-0.149, -2.887, -3.011], [-1.898, -4.271, -4.099], [4.421, 3.898, -1.259], [3.648, 2.635, -1.492], [3.822, 1.888, -2.658], [3.089, 0.717, -2.848], [3.248, -0.111, -4.084], [2.183, 0.311, -1.853], [1.972, 1.030, -0.661], [2.731, 2.198, -0.516], [1.067, 0.508, 0.196], [0.695, 1.093, 1.493], [0.006, 2.478, 1.378], [-0.462, 2.971, 2.759], [-1.503, 1.992, 3.321], [-0.877, 0.598, 3.468], [0.312, 0.675, 4.435], [1.368, 1.643, 3.883], [0.744, 3.038, 3.712], [1.860, 1.132, 2.516], [-0.381, 0.119, 2.093], [5.094, 4.118, -2.095], [5.030, 3.806, -0.354], [3.737, 4.745, -1.149], [4.526, 2.217, -3.415], [3.984, 0.324, -4.768], [2.295, -0.180, -4.618], [3.588, -1.118, -3.824], [1.610, -0.604, -2.002], [2.626, 2.806, 0.373], [-0.854, 2.420, 0.696], [0.670, 3.236, 0.954], [-0.910, 3.966, 2.661], [-2.372, 1.945, 2.654], [-1.866, 2.346, 4.293], [-1.624, -0.102, 3.857], [0.750, -0.321, 4.572], [-0.027, 1.012, 5.423], [2.213, 1.700, 4.579], [1.492, 3.739, 3.322], [0.425, 3.425, 4.688], [2.299, 0.132, 2.632], [2.678, 1.779, 2.187], [-1.237, 0.030, 1.410], [0.036, -0.893, 2.192], [-1.157, -0.623, -3.087], [-1.013, 0.059, -4.260], [0.187, 0.723, -4.169], [0.689, 0.375, -2.902], [-0.129, -0.447, -2.239], [-1.922, -1.224, -2.797], [-1.762, 0.011, -5.037], [0.637, 1.367, -4.910], [1.615, 0.685, -2.434], [1.747, -0.869, -0.919]],
  "atomic_forces_ev_per_a": [[1.98, -3.10, 0.48], [-1.74, -0.61, 0.61], [-2.96, 1.13, -1.79], [-0.51, -0.10, -0.05], [-0.45, 0.27, -0.38], [-1.83, 1.99, 0.89], [-2.32, 2.34, -2.93], [-2.32, -1.02, 0.91], [-0.02, -0.05, 0.09], [-0.50, -0.45, 0.85], [-1.77, -1.11, 0.31], [-1.18, -4.08, 0.77], [-0.60, -0.20, -0.34], [-0.81, -0.49, -0.53], [0.14, -0.48, 0.30], [0.08, -0.09, 0.13], [-1.15, 1.60, 1.52], [-0.06, 0.44, -0.33], [-0.02, 0.13, -0.11], [-2.88, -0.17, 0.34], [5.94, 0.62, -2.88], [-3.37, -0.19, 1.32], [2.16, -2.27, 1.59], [5.55, 1.59, 0.61], [0.48, 0.39, 0.27], [-0.40, -0.29, -0.17], [-0.73, -0.16, 0.60], [-0.05, -0.18, -0.05], [-0.78, -0.34, -0.89], [-1.38, 0.35, 0.68], [-2.36, -1.65, -2.16], [1.27, 0.68, -0.34], [0.07, -0.05, -0.18], [-0.49, -0.56, -0.97], [-0.65, 0.19, -0.42], [-0.12, -0.01, 0.15], [0.07, 0.07, -0.02], [-0.43, -0.29, -0.16], [-0.42, -0.03, 0.37], [4.38, 0.12, 0.74], [0.10, -0.07, 0.07], [15.48, -5.75, 9.01], [1.34, 1.29, 1.96], [0.30, 0.25, -0.40], [0.55, 1.18, 0.42], [-0.53, -0.16, 0.58], [0.03, 0.22, 0.13], [0.22, -0.41, 0.11], [0.23, 0.43, 0.10], [0.81, 0.53, 0.29], [0.01, 0.06, 0.01], [-0.34, -0.04, -0.29], [-0.04, -0.02, 0.05], [0.21, 0.10, 0.09], [1.64, 1.73, 1.71], [-0.07, -0.05, 0.07], [-0.03, 0.19, 0.01], [0.16, 0.07, 0.12], [0.03, -0.02, -0.03], [-0.08, 0.06, 0.16], [0.22, -0.30, -0.07], [-0.18, -0.01, -0.11], [3.38, -1.16, 0.40], [-0.02, -0.11, -0.01], [0.60, 0.09, 0.56], [0.15, -0.05, -0.06], [0.01, 0.03, -0.03], [0.36, 0.31, 0.22], [0.00, 0.05, 0.10], [0.44, 0.14, 0.07], [-0.03, 0.06, -0.12], [-0.03, 0.07, 0.06], [0.03, 0.01, -0.05], [0.01, -0.03, -0.03], [-0.03, 0.00, 0.03], [-0.26, 0.11, -0.21], [-0.04, 0.07, -0.15], [4.12, 0.96, 3.32], [0.75, 1.87, 0.98], [-0.93, 0.88, -1.18], [-0.03, -0.49, 1.22], [-0.13, -0.24, -0.09], [-7.50, 0.39, -4.92], [1.35, -1.91, -5.02], [0.02, 0.21, -0.22], [-0.01, -0.10, 0.16], [-0.02, 0.02, 0.22], [-10.48, 9.46, -10.48], [-1.57, -3.86, 2.46]],
  "charge": -2,
  "spin_multiplicity": 2,
  "homo_energy_ev": [-0.31, -0.46],
  "orbital_gap_ev": [4.6, 4.8]
}

Calculated ΔE to the lowest compared entry with this formula, charge and spin, 11.2; 0.0 kcal/mol (same order as the records).